Formula: C5H9N
Source: OMol25
Level of theory: ωB97M-V with the def2-TZVPD basis set

Geometry (Å):
C 0.55508 -1.38115 -0.13793
C -0.17051 -0.20416 0.51796
C 0.80856 0.84476 1.04285
C -1.22426 0.42267 -0.42234
C -0.69562 0.76682 -1.74742
N -0.27823 1.00272 -2.80047
H -0.10560 -2.24682 -0.25541
H 1.40968 -1.69189 0.47187
H 0.93691 -1.11148 -1.13145
H -0.74221 -0.58491 1.37433
H 1.44637 1.23692 0.24188
H 1.45646 0.40184 1.80712
H 0.27895 1.68704 1.50275
H -1.63885 1.32980 0.03296
H -2.05757 -0.27275 -0.57265

E_tot: -250.66555 a.u.
LUMO level: 0.86 eV
Largest force on an atom: 1.124 eV Å⁻¹
HOMO energy: -0.4219 hartree

Atomic partial charges in e from the Löwdin method, atoms 1 to 2: -0.079, -0.440